No. 1
Entry from the Open Molecules 2025 dataset: a structure of composition C41H56MnN4PS2 (ωB97M-V/def2-TZVPD).

Summary:
<S²>: 6.4301
Molecular weight (g/mol): 754.97
HOMO (spin up / spin down) (eV): -13.85 / -13.97
Lowest unoccupied orbital energy (spin up / spin down) (eV): -8.06 / -5.93

```
! wB97M-V def2-TZVPD RIJCOSX def2/J DEFGRID3
* xyz 2 5
Mn -0.24026 0.52693 0.41614
C 5.40065 0.88331 -2.16313
C 4.03700 1.59248 -2.08551
C 4.16035 2.88357 -1.28052
C 3.02133 0.61038 -1.54148
C 2.52582 -0.38618 -2.36581
C 1.69972 -1.41795 -1.91685
C 1.44458 -2.56022 -2.89413
C 1.03693 -2.08802 -4.30273
C 2.73351 -3.39514 -3.00641
C 1.31259 -1.45198 -0.56258
C 2.00331 -0.57163 0.33628
C 2.73473 0.49929 -0.18622
C 2.49576 -1.05279 1.70390
C 2.88813 0.05909 2.68814
C 3.76166 -1.89582 1.43806
C 0.43180 -2.57816 -0.03928
C 1.04909 -3.80788 0.19706
C 0.37511 -4.89212 0.73779
C -0.97757 -4.79425 1.02898
C -1.63810 -3.61024 0.75379
C -0.96644 -2.49785 0.22854
P -2.00873 -1.03008 -0.13522
C -2.72968 -1.34300 -1.85781
C -1.55815 -1.43888 -2.83674
C -3.61122 -0.16665 -2.30281
C -3.45243 -2.69270 -1.92951
C -3.46083 -0.75869 1.07511
C -4.77171 -1.45951 0.70273
C -3.14354 -1.15630 2.51736
C -3.66046 0.77464 1.04029
H 6.12149 1.51792 -2.68081
H 5.33488 -0.06716 -2.69736
H 5.78117 0.68446 -1.15661
H 3.73322 1.84349 -3.10549
H 4.62375 2.70457 -0.30591
H 3.18183 3.33861 -1.13003
H 4.79587 3.58964 -1.81655
H 2.83731 -0.38938 -3.40676
H 0.68097 -3.21963 -2.48814
H 1.92011 -1.90267 -4.91735
H 0.45116 -1.16983 -4.28278
H 0.45149 -2.85772 -4.80799
H 3.56692 -2.77595 -3.34542
H 2.58945 -4.19813 -3.73181
H 3.01466 -3.84739 -2.05284
H 3.24560 1.15574 0.50861
H 1.76888 -1.71283 2.15233
H 3.91138 0.39134 2.50593
H 2.85957 -0.32236 3.71004
H 2.24478 0.93842 2.63468
H 4.53916 -1.27304 0.99041
H 3.57563 -2.73093 0.76293
H 4.13970 -2.30015 2.38021
H 2.09685 -3.91845 -0.04166
H 0.90948 -5.81537 0.92783
H -1.51652 -5.63477 1.44685
H -2.70773 -3.55161 0.92249
H -0.84030 -0.63641 -2.71876
H -1.94665 -1.38470 -3.85689
H -1.04979 -2.39238 -2.72659
H -3.01861 0.74588 -2.39794
H -4.45947 0.03707 -1.65544
H -4.01356 -0.40867 -3.28956
H -2.78398 -3.51811 -1.68276
H -3.75921 -2.82912 -2.97094
H -4.34516 -2.76689 -1.31677
H -4.71040 -2.54208 0.83730
H -5.13050 -1.25163 -0.29768
H -5.52992 -1.09237 1.39823
H -2.88803 -2.21086 2.62471
H -4.04030 -0.97851 3.11586
H -2.35358 -0.54520 2.93756
H -3.94948 1.14417 0.05703
H -2.75416 1.30476 1.34617
H -4.44349 1.04746 1.75293
N -0.23439 -1.87800 3.44833
C -0.17416 -0.54610 3.55136
N -0.27471 0.30344 2.54401
C -0.25903 1.63299 3.03373
C -0.41756 2.78165 2.26543
C -0.36658 4.02249 2.87891
C -0.17906 4.12547 4.25416
C -0.04144 2.98991 5.03604
C -0.08344 1.75427 4.40718
S 0.00621 0.16848 5.12213
H -0.52210 -2.31061 2.58229
H -0.22652 -2.44165 4.28252
H -0.62101 2.73374 1.20109
H -0.48864 4.91990 2.28623
H -0.16654 5.10106 4.72383
H 0.08981 3.06418 6.10908
C -3.39217 5.41746 -0.53598
C -1.98726 4.91917 -0.67895
C -0.87765 5.75197 -0.53535
C 0.37509 5.17961 -0.65419
N 0.54411 3.88061 -0.91689
C -0.56720 3.18252 -1.08429
S -0.36894 1.48379 -1.58939
N -1.81802 3.62001 -0.95518
H -3.42300 6.50112 -0.44008
H -3.85809 4.96998 0.34470
H -3.98101 5.11390 -1.40134
H -0.99465 6.81040 -0.33682
H 1.28048 5.76537 -0.53119
*
```

Atom charges from the Löwdin analysis, given in e for atoms 1 to 99:
1. Mn 0.6255
2. C -0.0421
3. C -0.3639
4. C -0.0613
5. C -0.1748
6. C 0.0255
7. C -0.1318
8. C -0.3629
9. C -0.0612
10. C -0.0319
11. C -0.1409
12. C -0.2320
13. C -0.0060
14. C -0.3555
15. C -0.0574
16. C -0.0203
17. C -0.1656
18. C -0.0142
19. C -0.0167
20. C -0.0386
21. C -0.1116
22. C -0.2983
23. P 1.1714
24. C -0.6346
25. C -0.1224
26. C -0.0714
27. C -0.0565
28. C -0.6237
29. C -0.0714
30. C -0.0785
31. C -0.0811
32. H 0.0907
33. H 0.0786
34. H 0.0873
35. H 0.1436
36. H 0.0817
37. H 0.0570
38. H 0.0908
39. H 0.1396
40. H 0.1107
41. H 0.0882
42. H 0.0662
43. H 0.0970
44. H 0.0881
45. H 0.0964
46. H 0.0711
47. H 0.1192
48. H 0.0938
49. H 0.0917
50. H 0.0876
51. H 0.0676
52. H 0.0930
53. H 0.0670
54. H 0.0991
55. H 0.1043
56. H 0.1261
57. H 0.1237
58. H 0.1004
59. H -0.0065
60. H 0.1163
61. H 0.0707
62. H 0.0604
63. H 0.0622
64. H 0.1048
65. H 0.0830
66. H 0.1099
67. H 0.0638
68. H 0.0876
69. H 0.0648
70. H 0.1049
71. H 0.0733
72. H 0.1085
73. H 0.0477
74. H 0.0741
75. H 0.0493
76. H 0.1072
77. N 0.1547
78. C -0.7001
79. N -0.0105
80. C -0.3220
81. C -0.0358
82. C -0.0408
83. C -0.0463
84. C -0.0478
85. C -0.4460
86. S 1.1722
87. H 0.0748
88. H 0.1285
89. H 0.0526
90. H 0.1066
91. H 0.1221
92. H 0.1259
93. C -0.0098
94. C -0.3023
95. C 0.0091
96. C -0.0921
97. N 0.0744
98. C -0.7626
99. S 0.8219

=====

No. 2
Entry from the Open Molecules 2025 dataset: a structure of composition C41H56N3O5P2S4Sn (ωB97M-V/def2-TZVPD).

Summary:
Energy above the lowest of the compared OMol25 structures with the same formula, charge and spin (eV): 0.0000
Molecular weight (g/mol): 979.84
HOMO (eV): -3.96
Lowest unoccupied orbital energy (eV): 1.87

```
! wB97M-V def2-TZVPD RIJCOSX def2/J DEFGRID3
* xyz -1 1
Sn -0.31328 -0.09739 -0.94067
C 0.17329 -1.08198 4.81996
C 0.09250 0.32584 5.28339
C 1.37701 0.66316 6.02511
C -1.12704 0.41549 6.23837
C -0.09946 1.31087 4.17044
C -0.12288 2.67733 4.47458
C -0.53163 3.64026 3.56649
C -0.84877 3.21074 2.27925
S -1.46399 4.12408 0.93374
C -1.53253 2.63513 -0.00255
N -1.06941 1.59618 0.60958
C -0.71242 1.88002 1.92178
C -0.29118 0.93685 2.85258
C -1.99782 2.56652 -1.37603
C -2.67818 3.62248 -2.01116
C -3.03665 3.48088 -3.34520
C -2.63659 2.31907 -4.04172
C -1.94785 1.30147 -3.43845
C -1.62664 1.38912 -2.06230
H 0.26570 -1.79819 5.61741
H 1.07871 -1.29393 4.21613
H -0.67839 -1.41918 4.23821
H 1.42282 0.11057 6.95426
H 1.39226 1.76104 6.29354
H 2.26165 0.48866 5.41412
H -1.06166 -0.24614 7.08757
H -2.00785 0.18006 5.61113
H -1.17235 1.46306 6.58350
H 0.08778 3.02730 5.47695
H -0.45581 4.70782 3.83448
H -0.31246 -0.11304 2.57620
H -3.03869 4.49802 -1.49671
H -3.62854 4.25168 -3.84862
H -2.98596 2.17704 -5.08255
H -1.66558 0.40121 -3.97084
C -3.88274 0.64786 3.46493
C -4.49605 0.48672 2.10149
C -5.67386 -0.48946 2.21506
C -4.88820 1.82567 1.49054
O -3.55532 -0.00450 1.10694
P -2.80362 -1.39658 1.04576
O -1.96810 -1.34074 -0.22689
O -2.04021 -1.63060 2.29318
O -3.98601 -2.47644 0.85436
C -4.23499 -3.36544 -0.27636
C -3.08598 -4.33776 -0.42377
C -4.54254 -2.56110 -1.50322
C -5.50592 -4.05454 0.21852
H -4.64327 1.07338 4.14453
H -3.08271 1.37784 3.40956
H -3.57524 -0.30161 3.86476
H -6.46435 0.00311 2.75494
H -5.43956 -1.36448 2.81125
H -6.07949 -0.86883 1.29150
H -5.73444 2.21055 2.06151
H -5.20243 1.71609 0.49021
H -4.09526 2.57047 1.57049
H -2.16195 -3.77513 -0.50947
H -3.18957 -4.96501 -1.30251
H -3.03782 -4.98817 0.46094
H -3.64577 -2.01662 -1.78100
H -5.36745 -1.92043 -1.34813
H -4.75331 -3.22022 -2.31731
H -5.34166 -4.58879 1.17057
H -5.76480 -4.80857 -0.52275
H -6.31681 -3.34499 0.34528
C 3.62978 1.04674 2.56445
P 2.86399 0.58583 0.95875
C 2.62008 -1.21327 1.22388
C 4.35114 0.66981 -0.10573
C 5.06808 -0.41918 -0.64008
C 6.15212 -0.17472 -1.46312
C 6.52291 1.11196 -1.85632
C 5.80062 2.19212 -1.38392
C 4.71771 1.95737 -0.55160
H 4.35883 0.30612 2.90286
H 2.85802 1.13608 3.30046
H 4.08929 2.03695 2.46591
H 3.53059 -1.70068 1.56961
H 2.27759 -1.77261 0.34984
H 1.88290 -1.33835 2.03938
H 4.76681 -1.42459 -0.45771
H 6.70310 -0.99861 -1.86051
H 7.40760 1.23851 -2.49799
H 6.08651 3.18356 -1.72906
H 4.14052 2.77771 -0.21785
C -0.52079 -4.28466 -2.40691
O -1.64403 -3.85002 -3.18263
C -1.57301 -2.67809 -3.82517
S -2.88132 -2.23787 -4.82574
S -0.17207 -1.67116 -3.56739
H -0.74964 -5.21386 -1.90310
H -0.32222 -3.55211 -1.60299
H 0.37942 -4.42492 -2.99709
C 6.31990 2.38466 -5.94933
C 5.34464 1.42998 -5.31446
C 5.45460 0.08478 -5.28469
C 4.48543 -0.61980 -4.55550
N 3.41150 -0.02787 -4.03177
C 3.19394 1.28520 -4.19880
S 1.75789 2.00467 -3.82108
N 4.22834 2.00027 -4.78141
C 4.64149 -2.10925 -4.45803
H 7.24289 1.83338 -6.10597
H 6.57493 3.29346 -5.31210
H 5.99168 2.76747 -6.92454
H 6.29212 -0.42631 -5.76099
H 4.11686 2.99930 -4.82000
H 4.46804 -2.54492 -5.46787
H 3.90699 -2.50028 -3.75182
H 5.67560 -2.34655 -4.17879
*
```

Atom charges from the Löwdin analysis, given in e for atoms 1 to 99:
1. Sn 1.0954
2. C -0.0682
3. C -0.5761
4. C -0.0476
5. C -0.0182
6. C -0.1873
7. C -0.0514
8. C -0.0748
9. C -0.4758
10. S 1.0910
11. C -0.5304
12. N -0.0203
13. C -0.3042
14. C 0.0303
15. C -0.2675
16. C -0.0700
17. C -0.0912
18. C -0.0884
19. C -0.1447
20. C -0.2215
21. H 0.0829
22. H 0.0873
23. H 0.0683
24. H 0.0792
25. H 0.0873
26. H 0.0716
27. H 0.0764
28. H 0.0840
29. H 0.0826
30. H 0.0995
31. H 0.1134
32. H 0.0924
33. H 0.0867
34. H 0.0954
35. H 0.1102
36. H 0.0089
37. C -0.0335
38. C -0.5886
39. C -0.0306
40. C -0.0114
41. O -0.1630
42. P 0.2669
43. O -0.4634
44. O -0.2742
45. O -0.1812
46. C -0.6050
47. C -0.0231
48. C -0.0275
49. C -0.0372
50. H 0.1008
51. H 0.0772
52. H 0.0707
53. H 0.0751
54. H 0.0855
55. H 0.0761
56. H 0.0846
57. H 0.0777
58. H 0.0718
59. H 0.0548
60. H 0.0893
61. H 0.0962
62. H 0.0648
63. H 0.0772
64. H 0.0762
65. H 0.0892
66. H 0.0839
67. H 0.0746
68. C -0.2820
69. P 0.8746
70. C -0.3209
71. C -0.3700
72. C -0.0784
73. C -0.1085
74. C -0.1147
75. C -0.1033
76. C -0.1132
77. H 0.0427
78. H -0.0090
79. H 0.0383
80. H 0.0311
81. H 0.0186
82. H 0.0256
83. H 0.0866
84. H 0.0881
85. H 0.1030
86. H 0.0998
87. H 0.0832
88. C -0.1600
89. O -0.2601
90. C -1.2930
91. S 0.4665
92. S 0.4325
93. H 0.0767
94. H 0.0568
95. H 0.0692
96. C -0.0226
97. C -0.2899
98. C -0.0158
99. C -0.3116

=====

No. 3
Entry from the Open Molecules 2025 dataset: a structure of composition C41H57BF4LiN2O6PSTe (ωB97M-V/def2-TZVPD).

Summary:
<S²>: 0.7673
Energy above the lowest of the compared OMol25 structures with the same formula, charge and spin (eV): 0.4866
Molecular weight (g/mol): 958.30
HOMO (spin up / spin down) (eV): -1.76 / -5.58
Lowest unoccupied orbital energy (spin up / spin down) (eV): 2.11 / 2.11

```
! wB97M-V def2-TZVPD RIJCOSX def2/J DEFGRID3
* xyz -1 2
Li -0.29270 -1.59025 0.83962
F 2.63136 -3.20259 3.34522
B 1.59049 -2.28929 3.19645
F 0.92631 -2.56631 1.94707
F 2.10038 -0.97409 3.12824
F 0.65708 -2.39315 4.23014
C -2.67701 -1.85626 3.50748
N -2.05892 -0.63595 3.99497
C -2.59811 -0.02640 5.19300
C -1.11685 -0.00921 3.29866
O -0.67159 -0.38193 2.22044
H -2.53221 -2.65422 4.23764
H -2.21815 -2.14219 2.56450
H -3.74657 -1.69857 3.34328
H -2.90485 -0.81114 5.88386
H -3.46285 0.60263 4.96601
H -1.83442 0.57657 5.68238
H -0.73390 0.89378 3.78899
O -1.81359 -2.48929 0.26809
S -2.81758 -3.55872 -0.16923
C -2.91680 -3.71443 -1.85219
C -3.34820 -2.67555 -2.75040
C -3.43446 -2.92597 -4.09737
C -3.09194 -4.17275 -4.65057
C -2.64304 -5.19150 -3.77455
C -2.55288 -4.97717 -2.42527
C -4.34322 -2.68797 0.24127
C -5.52852 -3.40558 0.29837
C -6.71336 -2.75647 0.61481
C -6.71238 -1.38964 0.86528
C -5.52199 -0.67703 0.80995
C -4.33234 -1.32649 0.50799
H -3.58772 -1.69256 -2.36374
H -3.76997 -2.12810 -4.75305
H -3.17084 -4.34854 -5.71504
H -2.36221 -6.16121 -4.17185
H -2.20702 -5.77023 -1.76966
H -5.51914 -4.46909 0.08648
H -7.63743 -3.31906 0.66763
H -7.63801 -0.88287 1.10979
H -5.51099 0.38620 1.01743
H -3.38643 -0.79828 0.51646
C -2.85494 2.39454 -0.48156
C -1.80318 2.11197 0.58871
O -2.17951 1.91353 1.74951
N -0.56006 2.18766 0.08537
Te 1.05102 1.35831 0.78693
C 1.92999 2.37415 2.47958
C 1.31399 3.32945 3.28780
C -0.10031 3.81540 3.13981
C 2.05939 3.90833 4.31983
C 3.37120 3.56091 4.57354
C 4.14633 4.18384 5.70207
C 3.95319 2.59023 3.76670
C 3.26033 1.98554 2.72969
C 3.97932 0.94212 1.91601
C 2.28355 2.39257 -0.61758
C 2.22156 3.78722 -0.76756
C 1.38868 4.68811 0.10304
C 3.00171 4.38688 -1.75217
C 3.84868 3.65543 -2.57198
C 4.67650 4.32614 -3.63474
C 3.91230 2.28533 -2.38355
C 3.14384 1.63277 -1.42132
C 3.32027 0.13799 -1.33132
H -2.56615 3.24169 -1.10406
H -3.81440 2.58556 -0.00433
H -2.94542 1.52245 -1.13351
H -0.71064 3.21596 2.47585
H -0.10758 4.84882 2.78215
H -0.59263 3.81008 4.11535
H 1.57453 4.65449 4.94251
H 3.58779 4.99899 6.16181
H 5.10135 4.58032 5.35263
H 4.36380 3.44615 6.47725
H 4.97555 2.27918 3.95693
H 4.87424 0.61456 2.44363
H 4.28623 1.34079 0.94645
H 3.36585 0.05247 1.76341
H 0.42460 4.24414 0.33972
H 1.21613 5.63845 -0.40368
H 1.91307 4.89568 1.03918
H 2.94174 5.46378 -1.87440
H 4.51348 5.40378 -3.63940
H 4.42499 3.94315 -4.62575
H 5.74177 4.14613 -3.47716
H 4.57368 1.68877 -3.00563
H 2.95215 -0.33689 -2.24235
H 2.78801 -0.32740 -0.50651
H 4.38150 -0.09782 -1.22560
C 1.24469 -3.74719 -5.00426
C 0.23864 -2.79931 -4.39996
O 0.90337 -2.02949 -3.37183
P -0.07380 -1.49269 -2.17011
O 0.85851 -1.89404 -0.86593
C 1.67751 -3.08414 -0.84759
C 0.84511 -4.34601 -0.81092
O 0.38098 0.07798 -2.04580
C -0.31832 1.02290 -2.86668
C 0.50493 1.37176 -4.08890
H 0.77539 -4.32766 -5.80073
H 1.61666 -4.44050 -4.24783
H 2.09366 -3.20210 -5.42018
H -0.60722 -3.34456 -3.97340
H -0.16296 -2.11335 -5.15038
H 2.28151 -2.99342 0.05246
H 2.32721 -3.06037 -1.72268
H 0.19495 -4.35019 0.06313
H 1.51083 -5.21052 -0.75032
H 0.22753 -4.45055 -1.70772
H -0.48686 1.89506 -2.23581
H -1.29461 0.61036 -3.15102
H 1.46596 1.79348 -3.78592
H -0.02149 2.11374 -4.69441
H 0.69293 0.48996 -4.70313
*
```

Atom charges from the Löwdin analysis, given in e for atoms 1 to 99:
1. Li 0.5446
2. F 0.1193
3. B -1.2263
4. F 0.0285
5. F 0.0898
6. F 0.1238
7. C -0.0096
8. N -0.1473
9. C -0.0395
10. C -0.3193
11. O -0.1786
12. H 0.0994
13. H 0.0633
14. H 0.0938
15. H 0.0871
16. H 0.0918
17. H 0.0884
18. H 0.1444
19. O -0.6590
20. S 0.9675
21. C -0.4863
22. C -0.1383
23. C -0.1535
24. C -0.1600
25. C -0.1586
26. C -0.1621
27. C -0.3654
28. C -0.0859
29. C -0.0962
30. C -0.1031
31. C -0.0791
32. C -0.0882
33. H 0.0911
34. H 0.0900
35. H 0.0691
36. H 0.0856
37. H 0.0911
38. H 0.1086
39. H 0.0953
40. H 0.0932
41. H 0.1001
42. H 0.1004
43. C -0.0247
44. C -0.7017
45. O -0.0506
46. N -0.2606
47. Te 1.9243
48. C -0.2731
49. C -0.2907
50. C -0.0565
51. C -0.0229
52. C -0.2677
53. C -0.0545
54. C -0.0127
55. C -0.2805
56. C -0.0687
57. C -0.2842
58. C -0.2613
59. C -0.0560
60. C -0.0178
61. C -0.2709
62. C -0.0526
63. C -0.0302
64. C -0.3066
65. C -0.0743
66. H 0.0699
67. H 0.0677
68. H 0.0688
69. H 0.0274
70. H 0.0865
71. H 0.0871
72. H 0.1164
73. H 0.0698
74. H 0.0769
75. H 0.0811
76. H 0.1188
77. H 0.0885
78. H 0.0743
79. H 0.0471
80. H 0.0436
81. H 0.0788
82. H 0.0857
83. H 0.1115
84. H 0.0701
85. H 0.0788
86. H 0.0783
87. H 0.1258
88. H 0.0834
89. H 0.0227
90. H 0.0931
91. C -0.0742
92. C -0.3021
93. O -0.3123
94. P 0.9490
95. O -0.4046
96. C -0.2698
97. C -0.0621
98. O -0.3657
99. C -0.3048

=====

Values for calculated total energy, eV, ordered as above
-111654.690; -125891.059; -97886.404
Values for max |F|, Eh/bohr, ordered as above
0.018; 0.047; 0.012